The following is a DFT calculation (the ωB97M-V functional and the def2-TZVPD basis) of a molecular structure, C27H44BrCuNOP2 in a non-equilibrium geometry.

Last column: Mulliken spin population.
Atoms and positions in Å:
Br1 -1.37 -0.49 0.55  0.004
Cu1 -1.71 1.02 -5.87  -0.002
P1 2.09 -0.92 -1.41  0.587
P2 -2.39 -2.33 -4.84  0.001
O1 1.11 1.70 1.78  -0.001
N1 -0.71 6.46 -7.82  0.000
C1 -2.84 -0.68 -5.43  0.001
C2 -0.31 2.14 -2.38  -0.008
C3 -2.90 -2.25 -3.06  0.000
C4 -0.30 1.50 -1.15  0.112
C5 -2.78 -0.55 -6.96  0.001
C6 -0.63 5.23 -5.78  0.000
C7 -4.16 -3.06 -2.77  0.000
C8 -1.40 2.33 -4.56  0.008
C9 2.12 -2.50 -0.44  0.063
C10 2.86 -1.36 -3.02  0.084
C11 -0.51 6.42 -6.51  0.000
C12 -2.71 1.78 -2.54  0.017
C13 3.19 -0.17 -3.93  0.002
C14 3.07 -3.62 -0.87  0.036
C15 -1.21 4.12 -7.84  -0.001
C16 4.77 -0.45 -0.42  0.050
C17 -1.04 5.36 -8.49  0.000
C18 -0.99 4.04 -6.45  0.000
C19 -2.69 1.11 -1.32  -0.002
C20 3.36 0.12 -0.57  0.072
C21 -0.16 -3.98 -4.39  0.000
C22 -0.10 2.08 2.46  0.001
C23 -1.23 2.81 -5.74  -0.003
C24 -1.45 0.81 -0.72  0.004
C25 -0.57 -2.51 -4.57  -0.004
C26 -0.02 1.96 3.96  0.000
C27 -1.49 2.18 -3.15  -0.007
H1 -3.85 -0.43 -5.06  0.000
H2 0.59 1.50 -0.53  -0.053
H3 3.04 -4.41 -0.11  0.005
H4 -1.56 3.27 -8.41  0.000
H5 3.37 -0.54 -4.95  0.002
H6 -3.06 -1.19 -2.83  0.001
H7 1.08 -2.86 -0.50  0.001
H8 -0.51 -4.60 -5.23  0.000
H9 -2.09 -0.17 -4.75  -0.002
H10 -0.30 -1.92 -3.68  0.017
H11 -2.23 -1.38 -7.41  0.000
H12 -2.34 0.38 -7.36  0.000
H13 -4.09 -4.10 -3.12  0.000
H14 -3.60 0.77 -0.84  0.000
H15 -2.07 -2.61 -2.44  -0.002
H16 -1.18 5.44 -9.57  0.000
H17 2.77 -4.07 -1.82  0.000
H18 4.80 -1.30 0.27  -0.003
H19 0.59 2.76 4.38  0.000
H20 2.37 0.56 -3.97  -0.004
H21 4.12 -3.29 -0.95  -0.002
H22 2.93 0.37 0.41  0.003
H23 -3.80 -0.56 -7.36  0.000
H24 -0.23 7.35 -6.00  0.000
H25 -1.02 2.04 4.38  0.000
H26 -0.85 1.39 2.07  -0.001
H27 1.75 2.41 1.93  0.000
H28 -0.57 -4.42 -3.47  0.000
H29 -0.07 -2.08 -5.45  0.000
H30 2.13 -2.02 -3.53  -0.008
H31 3.76 -1.96 -2.83  0.031
H32 -0.48 5.23 -4.70  0.000
H33 -4.33 -3.09 -1.69  0.000
H34 0.61 2.57 -2.80  -0.001
H35 2.30 -2.21 0.61  -0.003
H36 0.93 -4.07 -4.34  0.000
H37 3.40 1.06 -1.15  0.000
H38 5.22 -0.75 -1.37  -0.002
H39 -0.38 3.10 2.15  0.000
H40 -3.66 1.91 -3.06  0.001
H41 -5.04 -2.60 -3.23  0.000
H42 0.40 0.99 4.25  0.000
H43 5.41 0.33 0.00  0.006
H44 4.11 0.34 -3.60  0.000

The HOMO-LUMO gap (alpha / beta) is 7.27 / 4.54 eV. As for the spin multiplicity: 2. Its net charge is +2. Its expectation value of S² is 0.7523. For the HOMO energy (alpha / beta), the calculation gives -13.6 / -13.6 eV. The energy above the lowest of the compared OMol25 structures with the same formula, charge and spin is 0.00 kJ/mol.


The following is a DFT calculation (the ωB97M-V functional and the def2-TZVPD basis) of a molecular structure, C27H44BrMnNOP2S in a non-equilibrium geometry.

Last column: Mulliken spin population.
Atoms and positions in Å:
Br1 0.20 -7.17 -0.97  0.001
Mn1 0.81 -0.91 0.72  4.846
S1 1.57 -2.46 3.64  0.006
P1 0.05 1.65 0.93  0.045
P2 1.68 -0.61 -1.79  0.089
O1 1.87 -1.86 2.23  0.065
N1 -5.45 2.72 -0.21  0.004
C1 -0.13 -1.97 3.98  0.015
C2 -0.66 2.58 -0.51  -0.012
C3 1.65 2.49 1.36  -0.017
C4 -2.97 -0.71 0.04  -0.027
C5 -1.11 2.00 2.32  -0.035
C6 3.38 1.19 -3.24  0.002
C7 0.33 -4.53 -0.05  -0.004
C8 2.39 -1.28 4.73  0.002
C9 -4.81 2.26 -1.28  -0.001
C10 0.65 -1.42 -3.06  0.002
C11 -0.99 3.37 2.97  0.004
C12 -2.42 -3.97 -0.30  0.000
C13 -0.18 -3.27 0.24  0.115
C14 -1.94 -5.26 -0.59  0.005
C15 -1.51 -2.92 0.02  -0.120
C16 -3.99 1.13 -1.23  0.003
C17 -0.56 -5.51 -0.49  -0.003
C18 0.98 -1.13 -4.53  0.003
C19 -1.42 3.86 -0.24  0.000
C20 -2.09 -1.57 0.10  0.090
C21 3.79 -2.36 -2.59  0.006
C22 -5.39 2.04 0.93  -0.001
C23 1.71 3.99 1.14  0.002
C24 -4.60 0.90 1.09  0.003
C25 -3.85 0.44 -0.01  -0.004
C26 2.12 1.07 -2.38  0.008
C27 3.23 -1.52 -1.45  -0.024
H1 0.27 -1.67 -5.17  0.000
H2 3.04 -2.16 -0.57  0.024
H3 1.98 -1.48 -4.81  0.000
H4 -0.93 1.22 3.08  0.007
H5 3.56 2.25 -3.47  0.000
H6 -0.85 4.61 0.33  -0.001
H7 4.66 -2.92 -2.23  0.000
H8 4.14 -1.75 -3.42  0.000
H9 -0.38 -1.11 -2.85  0.001
H10 -0.75 -2.31 3.14  0.006
H11 3.97 -0.78 -1.13  0.006
H12 0.69 -2.50 -2.88  -0.001
H13 1.87 2.23 2.40  0.005
H14 3.07 -3.09 -2.99  0.000
H15 -4.91 2.81 -2.21  0.000
H16 -3.45 0.80 -2.12  0.000
H17 -1.69 4.34 -1.19  0.001
H18 1.01 4.54 1.78  0.000
H19 -0.10 -0.87 4.03  -0.006
H20 -5.98 2.42 1.77  0.000
H21 1.52 4.27 0.10  -0.001
H22 -2.36 3.68 0.30  0.000
H23 -2.13 1.83 1.94  0.004
H24 -3.47 -3.72 -0.29  0.000
H25 0.91 -0.07 -4.78  -0.001
H26 -4.55 0.40 2.06  0.000
H27 1.81 -0.35 4.76  0.000
H28 1.40 -4.74 0.05  -0.002
H29 -1.72 3.44 3.79  0.000
H30 -1.34 1.86 -1.00  -0.002
H31 2.43 2.00 0.75  -0.002
H32 0.01 3.55 3.38  0.000
H33 1.25 1.46 -2.94  0.002
H34 -1.22 4.19 2.28  0.000
H35 3.40 -1.14 4.34  0.001
H36 3.27 0.67 -4.20  0.000
H37 -0.49 -2.40 4.92  0.001
H38 2.22 1.70 -1.48  -0.002
H39 -2.64 -6.02 -0.90  0.000
H40 0.57 -2.63 0.78  -0.106
H41 2.42 -1.74 5.73  0.000
H42 0.16 2.76 -1.22  0.001
H43 4.27 0.80 -2.74  0.000
H44 2.72 4.34 1.40  0.000

The HOMO-LUMO gap (alpha / beta) is 8.46 / 7.90 eV. As for the spin multiplicity: 6. Its net charge is +2. Its expectation value of S² is 8.7570. For the HOMO energy (alpha / beta), the calculation gives -13.9 / -13.9 eV. The energy above the lowest of the compared OMol25 structures with the same formula, charge and spin is 0.00 kJ/mol.


The following is a DFT calculation (the ωB97M-V functional and the def2-TZVPD basis) of a molecular structure, C27H44BrNP2SSn in a non-equilibrium geometry.

Last column: Löwdin charge in e.
Atoms and positions in Å:
Sn1 -0.67 -0.68 2.11  1.170
Br1 -5.85 1.19 2.99  0.916
S1 -0.46 -1.65 4.50  0.783
P1 -1.73 -1.86 -0.78  1.061
P2 1.85 -0.51 0.59  0.892
N1 3.88 4.03 -2.30  0.116
C1 -3.32 0.99 1.66  -0.189
C2 -3.09 -1.02 -3.15  -0.088
C3 3.64 4.43 -1.05  -0.085
C4 -4.35 1.88 1.99  -0.575
C5 -2.72 -0.63 -1.72  -0.378
C6 4.55 0.28 1.26  -0.109
C7 2.86 3.75 -3.10  -0.086
C8 -2.85 -3.18 -0.17  -0.373
C9 3.07 0.67 1.32  -0.383
C10 2.62 -2.20 0.70  -0.390
C11 1.30 3.90 -1.28  -0.211
C12 -1.73 -0.30 4.74  -0.376
C13 1.06 -0.62 4.80  -0.302
C14 1.89 -0.06 -1.21  -0.371
C15 -4.37 3.20 1.52  -0.016
C16 3.24 0.30 -1.83  -0.106
C17 -0.57 -2.61 -1.99  -0.376
C18 -2.33 1.45 0.82  -0.162
C19 1.53 3.76 -2.66  0.026
C20 0.10 3.45 -0.66  0.148
C21 2.35 4.47 -0.52  0.024
C22 -2.22 2.82 0.47  -0.181
C23 -4.19 -3.32 -0.87  -0.097
C24 -1.08 -3.88 -2.68  -0.086
C25 3.73 -2.58 -0.28  -0.112
C26 -1.03 3.23 -0.21  0.148
C27 -3.26 3.69 0.81  0.073
H1 -3.64 -0.18 -3.60  0.113
H2 4.96 0.27 0.25  0.076
H3 -1.27 0.69 4.56  0.054
H4 2.91 1.64 0.82  0.075
H5 3.61 1.26 -1.47  0.068
H6 3.10 3.49 -4.14  0.138
H7 -4.82 -4.00 -0.28  0.111
H8 -2.12 -0.37 5.77  0.093
H9 0.76 0.32 5.26  0.068
H10 1.78 -2.91 0.57  0.065
H11 -0.26 -4.30 -3.28  0.114
H12 3.42 -2.49 -1.32  0.079
H13 4.50 4.72 -0.43  0.138
H14 4.65 -2.01 -0.12  0.077
H15 -3.19 4.74 0.51  0.159
H16 -5.23 3.84 1.69  0.140
H17 -1.92 -3.68 -3.36  0.090
H18 5.12 1.03 1.83  0.105
H19 2.77 0.81 2.37  0.063
H20 -3.35 -0.01 2.06  0.049
H21 3.11 0.41 -2.92  0.105
H22 -4.10 -3.76 -1.87  0.091
H23 2.19 4.91 0.46  0.132
H24 -2.29 -4.13 -0.20  0.094
H25 3.98 -3.64 -0.11  0.107
H26 -3.61 -0.39 -1.13  0.090
H27 -2.12 0.29 -1.72  0.078
H28 -0.32 -1.85 -2.75  0.091
H29 4.01 -0.46 -1.68  0.068
H30 -3.74 -1.90 -3.18  0.082
H31 -1.38 -4.65 -1.95  0.083
H32 -4.73 -2.36 -0.94  0.081
H33 2.97 -2.33 1.74  0.093
H34 -3.00 -2.94 0.90  0.072
H35 4.73 -0.69 1.73  0.082
H36 1.63 -0.46 3.88  -0.004
H37 1.22 0.81 -1.31  0.059
H38 1.66 -1.20 5.51  0.077
H39 -2.59 -0.43 4.04  0.013
H40 0.75 3.63 -3.39  0.130
H41 -1.57 0.81 0.34  -0.008
H42 0.36 -2.82 -1.43  0.069
H43 -2.19 -1.19 -3.76  0.086
H44 1.42 -0.88 -1.77  0.051

The HOMO-LUMO gap (alpha / beta) is 4.03 / 4.05 eV. Its net charge is +4. For the HOMO energy (alpha / beta), the calculation gives -19.4 / -19.2 eV. The energy above the lowest of the compared OMol25 structures with the same formula, charge and spin is 305.17 kJ/mol.